# 1
C15H35BN2O9S as an isolated structure, computed with ωB97M-V with the def2-TZVPD basis set.

Computed properties:
E_HOMO = -8.6 eV
Gap between HOMO and LUMO = 8.7 eV
E_LUMO = 0.096 eV

Cartesian coordinates (Å):
S 7.401 -2.413 -0.409
O -1.922 2.714 -0.734
O 8.524 -1.219 -0.355
O 7.180 -2.687 -1.805
O 2.449 2.584 -2.022
O -5.595 0.183 3.939
O -3.520 -0.466 -0.108
O 6.186 -1.451 0.087
O 3.999 -0.952 -0.645
O 4.636 -3.242 -0.231
N 0.175 0.629 -1.875
N -6.015 -1.565 1.535
C -5.490 -1.978 2.829
C -5.312 -2.114 0.380
C -6.077 -1.154 3.957
C -2.066 1.868 -1.864
C 2.998 2.147 -0.792
C -1.288 0.558 -1.801
C 9.825 -1.834 -0.235
C -3.511 0.418 1.006
C 10.840 -0.800 -0.187
C 11.765 -0.044 -0.168
C 0.710 1.248 -3.082
C 2.191 1.533 -2.944
C -6.542 1.150 3.534
C -3.825 -1.812 0.209
C -0.749 3.506 -0.708
B 4.911 -1.892 -0.268
H -3.150 -0.079 1.910
H 0.081 2.980 -0.229
H -6.138 2.128 3.788
H 2.239 1.679 -0.154
H -7.494 1.018 4.056
H -5.443 -3.201 0.384
H -1.649 -0.094 -2.602
H 2.742 0.627 -2.674
H -5.739 -3.031 2.995
H -7.170 -1.182 3.942
H 3.170 -1.404 -0.845
H 3.709 -3.385 -0.012
H -2.841 1.242 0.768
H 0.558 0.570 -3.928
H 2.567 1.872 -3.914
H -5.745 -1.591 4.903
H -3.225 -2.149 1.063
H -5.996 -0.556 1.477
H -5.822 -1.737 -0.509
H 3.384 3.023 -0.272
H 0.215 2.199 -3.316
H -0.966 4.392 -0.111
H 10.029 -2.500 -1.075
H -3.125 1.602 -1.895
H -1.532 0.065 -0.866
H -4.502 0.843 1.182
H 0.515 1.135 -1.069
H 9.868 -2.427 0.681
H -6.719 1.126 2.453
H -1.865 2.433 -2.782
H -3.483 -2.395 -0.651
H 3.815 1.444 -0.954
H -4.399 -1.873 2.886
H 12.685 0.485 -0.161
H -0.454 3.828 -1.710

Forces on the atoms, in the same order (eV/Å):
S 0.28 0.11 0.14
O 0.13 0.02 -0.05
O -0.35 -0.39 0.23
O -0.15 -0.11 -0.13
O -0.02 -0.17 0.13
O -0.16 0.05 -0.08
O -0.28 -0.10 0.39
O 0.29 0.04 -0.52
O -0.05 -0.42 0.33
O -0.15 0.35 0.48
N -0.01 0.02 -0.12
N 0.11 0.02 0.04
C -0.02 0.17 -0.16
C -0.17 0.12 -0.02
C 0.19 -0.17 0.22
C -0.31 -0.12 -0.15
C -0.01 0.22 -0.04
C 0.48 0.12 0.06
C -0.03 0.22 0.17
C 0.07 0.12 -0.18
C 0.10 0.01 -0.07
C 0.27 -0.29 0.00
C -0.03 0.01 0.27
C 0.05 0.17 -0.34
C 0.12 0.02 0.02
C 0.09 -0.20 -0.25
C -0.15 0.04 0.15
B 0.02 -0.05 -0.18
H -0.10 -0.04 0.03
H 0.09 0.04 -0.11
H 0.03 -0.01 0.01
H 0.10 -0.09 0.04
H -0.02 0.00 -0.03
H 0.05 -0.01 0.03
H 0.00 0.04 -0.04
H -0.02 0.00 0.08
H 0.02 -0.01 -0.02
H -0.01 0.05 -0.11
H -0.14 0.46 -0.15
H 0.07 -0.35 -0.25
H 0.00 -0.02 -0.04
H -0.03 0.01 -0.01
H 0.01 -0.04 -0.01
H -0.04 -0.01 0.01
H -0.07 0.10 0.09
H 0.00 0.00 0.01
H 0.01 -0.06 -0.03
H -0.04 0.04 -0.04
H 0.03 -0.01 -0.13
H -0.04 0.00 -0.01
H -0.10 0.03 -0.15
H -0.01 0.01 0.05
H -0.07 -0.03 -0.02
H 0.00 -0.05 0.14
H -0.01 0.02 0.00
H -0.01 -0.02 0.06
H -0.11 -0.01 0.02
H 0.13 0.02 0.03
H 0.00 0.01 0.00
H -0.01 -0.04 0.06
H 0.01 -0.09 0.11
H -0.09 0.33 0.02
H 0.06 -0.06 -0.01

Atomic partial charges in e from the natural (NBO) method, atoms 1 to 8: atom 1 (S): 1.75, atom 2 (O): -0.56, atom 3 (O): -0.68, atom 4 (O): -0.93, atom 5 (O): -0.55, atom 6 (O): -0.55, atom 7 (O): -0.56, atom 8 (O): -0.88

# 2
C17H31NO4SSiYb as an isolated structure, computed with ωB97M-V with the def2-TZVPD basis set.

Computed properties:
E_HOMO (spin up / spin down) = -10.6 / -10.6 eV
Net charge = +1
Gap between HOMO and LUMO (spin up / spin down) = 8.4 / 7.9 eV
E_LUMO (spin up / spin down) = -2.252 / -2.757 eV
Multiplicity = 2

Cartesian coordinates (Å):
Yb -0.981 -0.290 1.294
S -1.396 -0.685 -1.303
Si 0.319 -1.884 -4.053
O 1.328 0.940 0.986
O -0.993 2.073 0.294
O -2.141 1.661 2.631
O 0.203 0.507 3.385
N 0.552 -1.725 0.130
C -2.645 2.713 1.807
C -1.556 2.085 3.859
C -1.210 -2.896 -4.343
C 1.394 2.209 0.332
C 0.123 -1.563 -1.138
C 0.045 -0.098 -4.503
C 0.158 2.315 -0.521
C -1.530 3.226 0.936
C -0.749 0.922 4.377
C 2.366 -3.061 -0.606
C 1.742 -2.529 -5.077
C 1.639 -2.464 0.390
C 1.953 -2.854 -1.923
C 2.168 0.808 2.129
C 0.833 -2.094 -2.234
C -2.488 -1.614 2.532
C 1.416 1.261 3.353
H 2.293 2.261 -0.288
H -0.932 2.970 3.696
H 1.994 1.071 4.261
H -1.544 -2.797 -5.378
H 2.420 -0.250 2.208
H 3.095 1.371 2.004
H 0.145 1.542 -1.289
H -2.855 -2.447 1.921
H 1.856 -3.612 -5.012
H -3.430 2.273 1.192
H 0.017 -0.022 -5.593
H 1.908 -2.582 1.434
H -2.025 -2.572 -3.694
H -0.754 3.729 1.524
H -1.395 0.061 4.545
H 3.228 -3.667 -0.369
H 1.565 -2.287 -6.127
H 2.690 -2.067 -4.791
H -0.887 0.296 -4.105
H 1.441 3.009 1.079
H -3.085 3.507 2.414
H -1.913 3.930 0.192
H 0.088 3.294 -1.000
H -2.339 2.345 4.578
H 0.864 0.535 -4.151
H -1.019 -3.953 -4.151
H -0.239 1.175 5.308
H 2.530 -3.302 -2.723
H -2.086 -2.065 3.448
H 1.189 2.331 3.301
H -3.372 -1.040 2.835

Forces on the atoms, in the same order (eV/Å):
Yb 0.17 0.48 -0.13
S 0.11 -0.06 0.13
Si -0.03 -0.07 0.10
O -0.10 -0.07 -0.03
O -0.07 -0.09 -0.01
O 0.03 -0.29 -0.13
O -0.14 -0.28 -0.25
N -0.32 0.06 0.47
C -0.06 0.00 0.10
C -0.08 0.03 0.01
C -0.13 -0.05 -0.04
C 0.10 -0.01 0.06
C -0.17 -0.08 0.02
C 0.08 0.14 0.01
C -0.08 0.03 -0.02
C 0.05 0.02 -0.06
C 0.06 -0.06 0.04
C 0.00 0.01 -0.01
C 0.06 -0.03 -0.04
C 0.01 -0.01 -0.05
C 0.04 0.07 0.04
C 0.03 -0.04 -0.08
C 0.09 -0.02 0.00
C 0.47 0.32 -0.20
C -0.04 0.04 0.11
H 0.01 0.01 0.02
H 0.01 -0.01 0.00
H 0.00 0.00 -0.01
H -0.01 -0.02 0.00
H -0.01 0.00 0.00
H -0.01 0.01 0.00
H 0.00 -0.01 0.01
H 0.01 -0.01 0.00
H 0.00 0.00 0.03
H 0.00 -0.01 0.01
H -0.02 0.04 0.01
H -0.02 0.01 0.00
H 0.01 -0.01 -0.01
H -0.02 0.00 0.01
H 0.00 0.01 -0.01
H 0.00 0.00 -0.02
H 0.00 -0.01 -0.01
H 0.01 0.01 -0.04
H -0.03 -0.01 0.01
H -0.02 0.01 -0.02
H 0.02 0.00 0.00
H 0.01 -0.01 0.00
H 0.01 0.00 0.01
H 0.01 0.00 -0.01
H 0.01 0.00 -0.02
H -0.02 -0.01 0.00
H 0.00 0.01 -0.01
H 0.00 -0.01 0.00
H -0.01 -0.02 0.00
H 0.01 0.00 0.00
H -0.01 -0.01 -0.01

Atomic partial charges in e from the natural (NBO) method, atoms 1 to 8: atom 1 (Yb): 1.91, atom 2 (S): -0.35, atom 3 (Si): 1.64, atom 4 (O): -0.56, atom 5 (O): -0.57, atom 6 (O): -0.56, atom 7 (O): -0.57, atom 8 (N): -0.63

# 3
The molecule C4H8O3, computed with ωB97M-V with the def2-TZVPD basis set.

Computed properties:
SMILES = C=C(CO)OCO
E_HOMO = -9.4 eV
Gap between HOMO and LUMO = 10.1 eV
E_LUMO = 0.687 eV
Relative energy (zero: lowest compared OMol25 entry of this formula, charge and spin) = 2.221 eV

Cartesian coordinates (Å):
O -1.519 -0.927 -1.738
O 0.481 -0.360 -0.076
O 1.079 -1.664 1.713
C -0.459 1.836 0.205
C -0.294 0.699 -0.477
C 0.615 -0.417 1.336
C -1.016 0.394 -1.771
H -0.339 0.562 -2.630
H -1.196 2.553 -0.142
H 1.354 0.315 1.688
H -0.770 -1.486 -1.483
H 0.321 -2.237 1.877
H 0.100 2.101 1.099
H -0.381 -0.154 1.728
H -1.871 1.077 -1.882

Forces on the atoms, in the same order (eV/Å):
O 0.15 -0.10 -0.22
O -0.20 0.48 -0.24
O -0.31 -0.08 0.09
C -0.02 -0.12 -0.07
C -0.21 0.38 -0.05
C 0.14 0.24 0.42
C 0.10 0.17 0.13
H -0.17 -0.16 0.23
H 0.22 -0.08 -0.05
H -0.10 -0.12 -0.20
H -0.23 0.03 -0.04
H 0.15 -0.03 -0.14
H -0.15 -0.14 -0.17
H 0.31 -0.22 0.25
H 0.32 -0.23 0.06

Atomic partial charges in e from the natural (NBO) method, atoms 1 to 8: atom 1 (O): -0.71, atom 2 (O): -0.53, atom 3 (O): -0.69, atom 4 (C): -0.53, atom 5 (C): 0.30, atom 6 (C): 0.23, atom 7 (C): -0.11, atom 8 (H): 0.17

# 4
The molecule C3H4ClF at a distorted geometry, computed with ωB97M-V with the def2-TZVPD basis set.

Computed properties:
SMILES = C=C[C@H](F)Cl
E_HOMO = -11.0 eV
Gap between HOMO and LUMO = 11.7 eV
E_LUMO = 0.670 eV
Relative energy (zero: lowest compared OMol25 entry of this formula, charge and spin) = 0.809 eV

Cartesian coordinates (Å):
Cl -0.525 1.879 -1.767
F 1.026 -0.050 -1.611
C 0.040 -0.767 1.202
C -0.045 0.323 0.535
C -0.275 0.306 -0.931
H -0.989 -0.437 -1.415
H 0.407 -0.800 2.209
H 0.189 1.312 0.972
H 0.172 -1.765 0.806

Forces on the atoms, in the same order (eV/Å):
Cl -0.59 -0.30 0.95
F -1.70 -0.15 1.49
C 1.66 -2.74 1.63
C -0.28 3.02 -1.50
C 1.79 -0.62 -3.49
H 0.80 0.98 1.21
H -0.26 0.55 0.64
H -0.48 -0.66 -0.22
H -0.94 -0.07 -0.70

Atomic partial charges in e from the natural (NBO) method, atoms 1 to 8: atom 1 (Cl): -0.04, atom 2 (F): -0.40, atom 3 (C): -0.32, atom 4 (C): -0.27, atom 5 (C): 0.16, atom 6 (H): 0.22, atom 7 (H): 0.21, atom 8 (H): 0.23

# 5
The molecule C4H9N3 at a distorted geometry, computed with ωB97M-V with the def2-TZVPD basis set.

Computed properties:
SMILES = [H]/N=C(\N)N(C)C=C
E_HOMO = -8.4 eV
Gap between HOMO and LUMO = 9.4 eV
E_LUMO = 0.963 eV
Relative energy (zero: lowest compared OMol25 entry of this formula, charge and spin) = 1.709 eV

Cartesian coordinates (Å):
N -1.952 -0.614 -0.612
N -1.203 1.483 0.169
N 0.163 -0.430 0.252
C 1.608 0.980 -0.594
C 0.219 -1.876 0.393
C -1.077 0.131 -0.065
C 1.383 0.240 0.512
H -2.843 -0.147 -0.752
H -1.861 1.988 -0.399
H 1.787 0.284 1.514
H -0.779 -2.308 0.408
H 2.273 1.837 -0.597
H 0.783 -2.308 -0.438
H 0.704 -2.131 1.337
H 1.186 0.867 -1.581
H -0.391 2.005 0.452

Forces on the atoms, in the same order (eV/Å):
N -0.50 -0.35 0.06
N -0.10 0.23 0.39
N -0.66 -2.05 1.74
C 2.29 1.25 1.19
C -0.20 -0.16 0.07
C 1.00 0.37 -0.79
C -2.46 1.55 -3.13
H 0.14 0.11 0.11
H 0.03 -0.12 0.02
H 0.30 -0.04 -0.12
H 0.06 0.13 -0.12
H 0.57 -0.11 0.25
H -0.01 -0.12 0.07
H 0.22 -0.01 0.01
H -0.67 -0.59 0.33
H -0.04 -0.10 -0.07

Atomic partial charges in e from the natural (NBO) method, atoms 1 to 8: atom 1 (N): -0.79, atom 2 (N): -0.84, atom 3 (N): -0.47, atom 4 (C): -0.39, atom 5 (C): -0.41, atom 6 (C): 0.60, atom 7 (C): -0.04, atom 8 (H): 0.34